1.
A structure of composition C6H9ClN2OS, computed with ωB97M-V/def2-TZVPD.

Atoms and positions in Å:
C (-2.838227, -0.748077, -0.813451)
H (1.103891, 1.112670, 0.172715)
N (2.382669, -0.308307, 1.940015)
S (0.973859, -1.833602, -2.099473)
H (-0.287469, 0.442136, -0.712922)
Cl (-0.632908, 2.209584, -0.192304)
O (2.790672, -0.295552, -1.050530)
H (-0.285735, -1.795322, -1.644350)
C (1.604322, -0.536126, -1.056676)
H (0.838685, -1.421040, 2.751890)
C (-2.331914, 1.857539, -0.643383)
H (2.844820, -0.021992, 1.085513)
C (1.121445, -0.829368, 1.879405)
C (0.612581, 0.181821, -0.147175)
C (-2.599554, 0.428376, -0.734069)
H (2.993953, -0.648734, 2.665703)
H (-2.514978, 2.348111, -1.601587)
H (-2.965286, 2.322610, 0.113537)
H (-3.044100, -1.794031, -0.881822)
N (0.233274, -0.670698, 0.968964)

Forces on atoms 1 to 6 (eV/Å):
0.11 0.48 0.00
0.38 -0.72 -0.08
0.12 -0.05 -0.05
0.08 0.01 -0.06
1.19 -1.62 0.00
-2.82 4.58 0.35

Output
E_LUMO, Eh: 0.025
E_HOMO, eV: -8.806
Gap between HOMO and LUMO, eV: 9.49
DFT total energy, eV: -34749.40158
Molecular weight, g/mol: 192.7

Results of the Löwdin charge analysis, in e, for atoms 1 through 6: atom 1 (C): 0.121, atom 2 (H): 0.046, atom 3 (N): 0.117, atom 4 (S): 0.844, atom 5 (H): -0.028, atom 6 (Cl): 0.726


2.
The molecule C9H17NOSi, computed with ωB97M-V/def2-TZVPD.

Atoms and positions in Å:
H (-1.663214, 1.841685, -0.500615)
H (1.071683, 2.133384, 1.776067)
C (-1.830106, -0.566614, 0.004299)
H (0.003833, -1.960750, -1.663523)
H (2.422709, 0.281989, 2.434542)
H (0.984079, -1.710718, 1.183173)
Si (1.934911, 1.116243, 1.217294)
H (-2.023455, -2.757812, -0.453158)
H (0.119863, -3.301727, -0.622099)
H (3.112471, 1.680465, 0.441188)
C (-0.867319, 0.394219, 0.715192)
H (1.004500, 2.578530, -0.984772)
H (-1.753141, -0.356250, -0.996488)
H (-0.970611, 0.024873, 1.845955)
C (-1.445404, -2.024041, 0.041423)
H (-0.943375, 2.497190, 1.104627)
H (-2.429245, 1.591033, 1.151107)
H (0.471734, 0.092731, -2.358266)
H (-1.609399, -2.429706, 1.131550)
H (0.704263, 2.200518, -2.913209)
C (0.534468, 0.731681, -1.500153)
H (-2.715044, -0.256068, 0.463107)
C (-0.082244, -2.217769, -0.555849)
C (-1.577010, 1.792060, 0.602528)
C (0.571099, 0.213456, 0.184345)
N (2.287170, -1.605410, -0.152646)
O (3.106192, -0.716897, 0.002723)
C (0.903579, -1.247015, 0.205335)
C (0.676999, 1.980710, -1.803676)

Forces on atoms 1 to 6 (eV/Å):
-0.50 1.06 0.82
0.02 0.90 0.50
1.57 -0.72 1.18
-0.74 0.10 1.27
-0.40 0.47 -1.00
-0.46 0.26 1.04

Output
E_LUMO, Eh: -0.005
E_HOMO, eV: -9.190
SMILES: C=C[C@@]1([SiH3])[C@@H](C)CCC[C@H]1N=O
Gap between HOMO and LUMO, eV: 9.06
DFT total energy, eV: -21018.13354
Molecular weight, g/mol: 183.3

Results of the Löwdin charge analysis, in e, for atoms 1 through 6: atom 1 (H): 0.088, atom 2 (H): -0.081, atom 3 (C): -0.194, atom 4 (H): 0.127, atom 5 (H): -0.024, atom 6 (H): 0.149


3.
The molecule C22H30N4O5, computed with ωB97M-V/def2-TZVPD.

Atoms and positions in Å:
H (-2.400383, -1.645753, 0.643130)
H (-2.307025, -3.163478, 1.574614)
H (-1.816776, 2.257580, 0.505529)
C (1.775802, -1.054996, 0.963944)
H (-1.198305, -1.753221, -3.549336)
N (-0.941487, 0.041909, -1.311909)
H (-1.518984, -3.281278, -4.363211)
C (-0.471663, 1.526168, 3.667133)
O (-1.932088, 0.247268, 1.603037)
C (-0.847227, -3.033626, 0.044600)
O (-1.199154, -4.108960, -0.402207)
C (-0.959184, -2.815698, -3.555053)
H (0.789479, -1.343569, -5.114010)
N (0.231870, -2.368480, -0.420349)
H (-1.282376, -3.271280, -2.623598)
O (1.930197, 2.495406, 1.334791)
C (1.436265, -0.002161, 4.974164)
H (0.808857, -4.092033, -1.392192)
C (1.560756, 1.418258, 0.930012)
C (1.304351, 1.347798, 5.262927)
C (0.670595, -1.097011, 0.042710)
H (0.736172, -4.097378, -3.797076)
H (-1.224666, 2.099996, 3.149457)
C (0.537141, -3.020816, -3.771233)
O (2.378249, -2.004085, 1.420361)
C (0.621256, -0.595742, 4.029150)
H (-1.752429, 6.121309, -1.354077)
C (0.346971, 2.110556, 4.612952)
N (2.123352, 0.243346, 1.341699)
H (1.950276, 1.806548, 5.996738)
H (1.164270, -1.341471, -2.565936)
C (0.029725, 2.521590, -0.578626)
H (-0.308930, 5.135142, -1.565387)
C (0.959553, -2.418558, -5.110411)
O (-0.991918, -1.714908, 2.142975)
H (2.132711, -3.109982, -0.735825)
H (0.853639, 3.237432, -0.552574)
C (-0.334275, 0.172284, 3.365187)
H (-1.650136, 0.751508, -1.218047)
C (-1.125134, 5.366299, -0.886126)
C (0.078559, 0.061413, -0.405086)
H (0.730054, -1.641047, 3.787461)
C (-1.716735, -2.365364, 1.114834)
H (-0.705524, 5.785326, 0.025013)
H (-0.768876, 3.524529, 1.134441)
C (-1.177172, -0.399954, 2.299465)
H (-0.243221, 2.333097, -1.619201)
C (1.378580, -2.409886, -2.643651)
H (0.245121, 3.160588, 4.839956)
H (2.868212, 0.325987, 2.024207)
C (-1.944856, 4.121099, -0.568805)
H (2.015138, -2.599111, -5.300015)
C (1.183136, -3.073970, -1.276235)
H (2.430315, -2.508434, -2.919058)
H (-2.311985, 3.681647, -1.500196)
H (-2.815607, 4.409700, 0.023132)
C (-1.154611, 3.076546, 0.217609)
H (2.182112, -0.593634, 5.483590)
N (0.552291, 1.285986, -0.010712)
H (-1.291048, -0.882165, -1.521388)
H (0.386770, -2.858264, -5.923291)

Forces on atoms 1 to 6 (eV/Å):
0.14 -0.22 0.05
0.16 0.14 -0.13
0.06 0.02 0.05
-0.14 0.46 -0.19
-0.04 0.17 -0.04
0.11 0.04 -0.02

Output
E_LUMO, Eh: 0.007
E_HOMO, eV: -8.611
SMILES: CCCCn1c(N)c(N(CCC(C)C)C(=O)COC(=O)c2ccccc2)c(=O)[nH]c1=O
Gap between HOMO and LUMO, eV: 8.81
DFT total energy, eV: -39501.82648
Molecular weight, g/mol: 430.5

Results of the Löwdin charge analysis, in e, for atoms 1 through 6: atom 1 (H): 0.132, atom 2 (H): 0.145, atom 3 (H): 0.089, atom 4 (C): -0.415, atom 5 (H): 0.070, atom 6 (N): 0.206


4.
A cluster of 3 separate species, C14H24BN3O9 in total, computed with ωB97M-V/def2-TZVPD.

Atoms and positions in Å:
O (1.948672, -0.453342, -3.869157)
C (0.119498, -2.019211, 2.085472)
H (2.696774, -1.294739, -6.331514)
H (1.802385, -2.177394, -0.412791)
O (-3.207184, 2.288840, 1.983725)
H (0.113791, -0.751063, -4.748381)
H (4.615363, -0.757177, 1.514753)
C (1.312353, 0.977408, -0.776216)
H (0.491647, -1.712715, -7.506670)
H (1.154603, -2.192767, -4.700294)
C (2.355556, -0.044609, -0.247408)
O (4.703423, -0.056724, 0.845510)
C (-4.962629, 0.370439, 4.157358)
C (-0.055605, 0.086366, 1.014576)
H (-5.459300, -0.975778, 5.766293)
H (-0.426309, 1.821824, 0.059946)
H (1.429944, -0.392075, -8.223254)
B (3.439810, 0.603542, 0.775966)
H (3.539702, 2.809977, 1.051435)
O (0.590305, -1.696442, 3.224104)
H (2.374999, -1.707858, 1.204502)
C (-4.889411, -0.060282, 5.602591)
O (-4.041111, 0.191940, 2.084730)
O (-0.529207, -3.052586, 1.939327)
H (-1.278767, 1.231447, 2.176244)
N (0.359695, -1.213307, 0.864816)
C (-3.740707, 1.409466, 2.598269)
C (0.888474, -0.711710, -7.331305)
H (0.056357, -0.016608, -7.202697)
O (2.231048, 0.634421, -5.812359)
O (3.020401, 1.533392, -3.895454)
C (2.456823, 0.658260, -4.471043)
H (0.024006, 0.481119, 3.054010)
H (1.699637, 2.017591, -0.606233)
C (1.744762, -1.355781, 0.343211)
O (-4.116419, 1.499838, 3.898652)
H (-3.527653, -1.157812, 3.549944)
H (-5.988187, 0.657236, 3.903770)
C (1.803126, -0.695435, -6.129841)
C (-4.419291, -0.638964, 3.187222)
N (-0.462886, 0.605610, 2.169060)
H (-5.292353, 0.719944, 6.250812)
H (-3.855741, -0.224544, 5.913146)
H (-5.162826, -1.374776, 2.885687)
C (1.140744, -1.113663, -4.847201)
C (3.189892, 1.922186, 1.644219)
N (-0.019459, 0.908183, -0.117282)
H (2.973178, -0.352984, -1.133451)
H (2.123663, 2.019611, 1.950035)
H (3.849965, 1.850190, 2.546183)
H (1.184448, 0.901515, -1.883016)

Forces on atoms 1 to 6 (eV/Å):
0.10 0.28 -0.19
-0.25 -2.68 3.91
-0.02 -0.01 0.13
-0.39 0.67 0.59
0.14 -0.33 0.18
0.03 0.03 -0.17

Output
E_LUMO, Eh: 0.014
E_HOMO, eV: -8.046
Gap between HOMO and LUMO, eV: 8.42
DFT total energy, eV: -38482.17414
Molecular weight, g/mol: 389.2

Results of the Löwdin charge analysis, in e, for atoms 1 through 6: atom 1 (O): 0.040, atom 2 (C): -0.719, atom 3 (H): 0.161, atom 4 (H): 0.139, atom 5 (O): 0.132, atom 6 (H): 0.144


5.
The molecule C2H9NO3P2, computed with ωB97M-V/def2-TZVPD.

Atoms and positions in Å:
H (1.470601, -1.897218, 0.381457)
O (0.391939, 0.502680, -0.514650)
P (2.126233, 0.306906, -0.213127)
H (-1.785032, 3.285418, 0.551510)
H (-1.587836, -0.972256, -1.454030)
O (2.740675, -0.499359, -1.415280)
N (-1.558837, -0.966178, -0.385325)
O (-2.481606, 2.673812, 0.506697)
H (3.035071, -1.502464, 1.380765)
C (2.023965, -1.101376, 0.904893)
H (2.892344, 0.023241, -2.221355)
C (-0.981764, 0.250748, 0.052235)
H (-0.805907, 0.193089, 1.082495)
H (1.243133, -0.874568, 1.696986)
H (-3.413090, 0.949164, 0.299689)
H (-0.878885, -1.811998, -0.130292)
P (-2.430999, 1.440354, -0.522675)

Forces on atoms 1 to 6 (eV/Å):
0.75 -0.13 -0.18
0.36 0.29 -0.41
-2.72 2.00 1.87
1.45 1.31 -0.29
0.02 -0.02 1.87
0.26 -1.09 -2.30

Output
E_LUMO, Eh: 0.030
E_HOMO, eV: -8.622
SMILES: CP(O)O[C@H](N)PO
Gap between HOMO and LUMO, eV: 9.43
DFT total energy, eV: -28429.11959
Molecular weight, g/mol: 157.0

Results of the Löwdin charge analysis, in e, for atoms 1 through 6: atom 1 (H): 0.024, atom 2 (O): -0.456, atom 3 (P): 0.759, atom 4 (H): 0.019, atom 5 (H): 0.091, atom 6 (O): -0.296


6.
A structure of composition C56H80Cl2KO7PS2, computed with ωB97M-V/def2-TZVPD.

Atoms and positions in Å:
H (0.785998, -0.999180, 7.200442)
C (0.022529, -1.751060, 2.832107)
C (0.266212, -2.239611, 4.103967)
C (0.140959, 1.632878, 4.529581)
C (3.622428, -0.075840, 0.773721)
H (-5.921091, 5.107244, -1.546741)
C (0.678345, 1.360636, -2.928315)
C (1.219878, -1.785518, -5.947592)
H (-4.992076, 1.458432, -1.899842)
H (-0.555506, -2.745882, 4.610097)
H (-0.819440, -1.536659, -6.682161)
C (-6.965793, 6.961436, 0.589477)
C (-1.872904, -4.606010, -1.785600)
C (1.487504, -2.095568, 4.767893)
C (-5.356033, 4.201394, -1.767116)
H (3.001359, -3.874171, -0.012219)
H (4.023624, -2.118435, 1.100939)
S (-4.181621, 4.271753, 3.172109)
C (1.475593, -4.209755, 6.118008)
Cl (3.360473, 7.311750, 1.025670)
H (-2.511242, 2.094200, 1.660143)
P (-4.172883, 4.578817, 1.215611)
H (4.903609, -4.235848, -3.184787)
C (3.989909, -1.334757, 0.350468)
H (4.122429, -0.804815, -2.958086)
H (2.860716, -0.798574, -6.989648)
H (-3.385494, -4.158552, -3.289354)
O (0.929809, -0.734046, 0.901932)
H (3.732977, 4.042606, 0.687651)
H (2.204637, -4.669201, 5.447256)
H (-3.685254, 2.119690, -0.901537)
O (-4.771162, 6.066225, 0.883826)
C (1.080971, -0.739319, -4.844429)
C (2.144277, 0.024156, -4.370396)
H (-4.702598, 7.350763, 3.174445)
H (-2.454957, -5.617924, 0.065836)
H (1.671141, 7.629782, -0.567759)
C (1.073758, -1.107332, 2.105510)
H (-1.729962, -4.063634, -3.897952)
C (4.205630, -1.627857, -0.993237)
C (2.009934, 6.767336, -0.006630)
C (5.673072, -3.644762, -0.678093)
H (0.481052, -4.462095, 5.747301)
C (-2.391863, -4.607845, -3.224358)
H (0.284105, -2.275314, -7.852606)
H (-2.513075, 0.390058, -3.089504)
H (2.842221, 1.138018, 2.337914)
H (2.909074, 2.588935, -2.358901)
C (-2.341116, 1.019856, 1.686470)
H (0.277944, 1.950241, 5.565071)
H (-5.028987, 8.497887, 1.859671)
H (-0.365332, -2.273101, 6.808481)
H (3.849193, -2.836167, 6.074623)
C (-1.863058, -2.055045, -1.971823)
K (0.534882, 1.490027, -0.012354)
O (3.066069, 2.165621, 0.337821)
C (3.074542, -2.416199, 6.719568)
H (-5.702461, 3.797487, -2.722543)
C (4.718611, -3.189709, -2.925556)
C (0.275754, 2.805866, 3.591777)
H (-1.833090, -2.766431, 2.631143)
C (-5.911143, 6.551915, 1.600591)
H (3.264279, -1.345678, 6.822190)
C (-1.407105, -1.815704, 2.295501)
H (3.386042, -2.042279, -5.848793)
H (-1.956375, -2.138058, -3.043648)
C (2.474100, -1.366016, 4.098396)
H (4.510254, 3.240978, -0.704355)
C (0.202045, -1.518213, -7.064895)
H (0.776010, -2.504869, 8.141791)
H (2.841535, 3.843759, -0.840809)
H (0.097459, 4.922431, 3.577215)
C (-0.455479, -5.196313, -1.774790)
H (1.044167, -3.953832, -6.154153)
C (3.188007, 1.599077, -2.699580)
H (-2.455363, -5.637283, -3.587944)
H (-6.300662, 8.116933, 3.041708)
H (-6.298774, 5.752078, 2.236887)
C (-0.137386, -0.560039, -4.186936)
C (-1.659791, -3.012948, 0.172474)
C (2.288372, -0.853230, 2.825724)
H (0.828558, 0.830640, 4.263647)
H (-7.296596, 6.098280, 0.011345)
H (5.834760, -4.689612, -0.960036)
H (3.855206, -2.850324, -3.501207)
C (-1.824067, -3.198183, -1.194098)
C (0.966632, -3.187500, -5.374334)
H (-0.027626, -3.250576, -4.931514)
C (-1.635371, -1.768879, 0.786570)
C (3.569087, 3.383579, -0.167513)
O (-1.914912, 0.667200, 0.383645)
H (-0.716963, 4.149625, 4.977875)
H (-3.280479, 0.522042, 1.943286)
C (-0.478505, 4.063437, 3.918218)
C (3.271197, 0.139633, 2.233768)
H (-1.531500, -3.872758, 0.821653)
H (5.527613, -3.606375, 0.402154)
H (3.143827, -0.134187, -4.765019)
H (-4.304607, 4.468205, -1.856465)
C (3.210471, -3.890689, -1.083107)
H (2.656459, -2.513900, -7.385537)
H (0.215355, -4.589350, -2.385430)
C (-1.792384, -0.633042, -0.038246)
H (-0.456898, -6.217711, -2.170996)
O (0.941867, 2.729873, 2.579105)
C (4.028111, -0.604048, -1.901460)
H (0.371234, -0.534454, -7.507979)
H (-1.578147, 0.790372, 2.432315)
H (3.172129, -2.872258, 7.709161)
C (4.463325, -3.069867, -1.423195)
H (3.335778, -4.932291, -1.398406)
H (-1.716845, 1.362480, -1.873192)
H (4.189257, 0.133263, 2.833005)
S (-2.497651, 4.418676, 0.209639)
C (-5.459964, 7.704983, 2.476227)
H (-2.839957, -6.510569, -1.405969)
C (3.622682, 0.687556, -1.543106)
H (-4.961891, 1.153336, -0.152621)
Cl (0.665083, 6.107954, 0.902508)
C (-5.570174, 3.148018, -0.691229)
H (-6.631974, 2.879461, -0.685624)
C (-1.658332, 0.415069, -2.405337)
H (-1.428389, 4.052299, 3.367815)
H (6.578469, -3.080723, -0.915514)
C (-1.784846, -0.769930, -1.436374)
H (2.335903, -3.473580, -1.585965)
H (5.587041, -2.603617, -3.237377)
H (-0.049531, -5.216577, -0.761701)
C (-0.353013, 0.390384, -3.199947)
C (0.656662, -2.081861, 7.138051)
O (-5.364561, 3.630275, 0.649909)
H (-0.972892, -1.194158, -4.467258)
C (1.985818, 0.990573, -3.393308)
C (3.489489, 0.952831, -0.181341)
H (-1.999545, -1.059149, 2.804055)
C (2.614571, -1.779092, -6.576044)
H (2.399465, 6.001096, -0.664572)
H (1.688369, -3.418742, -4.588030)
H (-3.813272, -5.104849, -0.935429)
H (4.025148, 1.703226, -3.397618)
H (-7.833492, 7.392228, 1.095550)
H (-6.561590, 7.704946, -0.101640)
C (-2.799687, -5.511039, -0.962425)
C (-4.749797, 1.893183, -0.926444)
H (-0.880203, 1.245908, 4.453579)
H (3.421247, -1.152732, 4.585942)
O (0.471842, 2.451326, -2.297194)
C (1.676975, -2.687380, 6.162734)
H (1.591618, -4.651471, 7.114103)

Forces on atoms 1 to 6 (eV/Å):
0.01 -0.01 -0.01
0.02 0.06 -0.02
-0.03 -0.01 0.03
-0.09 -0.06 -0.03
0.00 0.01 0.00
-0.01 0.00 0.01

Output
E_LUMO, Eh: 0.135
Net charge: -2
E_HOMO, eV: -1.961
Gap between HOMO and LUMO, eV: 5.63
DFT total energy, eV: -146040.12613
Molecular weight, g/mol: 1070.4

Results of the Löwdin charge analysis, in e, for atoms 1 through 6: atom 1 (H): 0.082, atom 2 (C): -0.122, atom 3 (C): -0.030, atom 4 (C): 0.001, atom 5 (C): -0.124, atom 6 (H): 0.058